[1]
Formula: C4H7NO
Source: the OMol25 dataset
Level of theory: the ωB97M-V functional and the def2-TZVPD basis

Geometry (Å):
1 O -1.48209 -0.90509 0.92330
2 C -0.64626 -0.10952 0.26849
3 C -0.93537 1.30145 0.40311
4 N 1.23820 0.57623 -1.07857
5 C 1.73921 -0.39898 -0.24458
6 C 0.28979 -0.46658 -0.73851
7 H -1.17893 -1.82062 0.83211
8 H -1.76629 1.00463 -0.32131
9 H -1.25360 1.67586 1.38072
10 H -0.26991 1.93717 -0.18343
11 H 1.94765 -0.25384 0.83803
12 H 2.29228 -1.26483 -0.65042
13 H 0.02533 -1.27588 -1.42894

Forces on atoms 1 to 2 (eV/Å):
0.341 -0.269 -0.276
0.785 -0.078 0.359

**M**: 85.11 g mol⁻¹
**Calculated total energy**: -7794.3075 eV
**Gap between HOMO and LUMO**: 0.259 Ha
**Highest occupied orbital energy**: -6.90 eV

Löwdin population analysis, charges in e, atoms 1 to 6: 0.12 -0.33 0.03 -0.06 -0.24 -0.35



[2]
Formula: C4H7NO
Source: the OMol25 dataset
Level of theory: the ωB97M-V functional and the def2-TZVPD basis

Geometry (Å):
1 O 2.79954 -1.44712 -0.10857
2 C 1.75851 -0.94166 -0.48865
3 N 1.12151 -0.08263 0.33670
4 C -0.04986 0.71608 0.07118
5 C -1.31964 0.46285 0.83621
6 C -1.24820 0.08377 -0.61122
7 H 1.27786 -1.14952 -1.45649
8 H 1.75383 -0.07642 1.13305
9 H 0.13695 1.75337 -0.21080
10 H -1.28840 -0.34545 1.55876
11 H -1.92267 1.31826 1.12803
12 H -1.80618 0.68236 -1.33134
13 H -1.21324 -0.97388 -0.85686

Forces on atoms 1 to 2 (eV/Å):
-0.065 -0.311 -0.645
0.159 -0.125 0.023

**M**: 85.11 g mol⁻¹
**Calculated total energy**: -7798.1601 eV
**Gap between HOMO and LUMO**: 0.393 Ha
**Highest occupied orbital energy**: -9.66 eV
**SMILES string**: O=CNC1CC1

Löwdin population analysis, charges in e, atoms 1 to 6: 0.00 -0.36 0.05 -0.29 -0.11 -0.11



[3]
Formula: C4H7NO
Source: the OMol25 dataset
Level of theory: the ωB97M-V functional and the def2-TZVPD basis

Geometry (Å):
1 O -1.86284 1.77912 0.51702
2 N -1.59847 0.45342 0.86664
3 C -0.59369 0.01985 0.23079
4 C 0.42674 0.61424 -0.70973
5 C 1.34184 -0.58909 -0.34854
6 C 0.13773 -1.29727 0.33696
7 H -2.61301 1.99948 1.08291
8 H 0.08915 0.60054 -1.75143
9 H 0.77335 1.62248 -0.46673
10 H 1.80373 -1.11638 -1.18689
11 H 2.11815 -0.31563 0.37109
12 H -0.30784 -2.07930 -0.28793
13 H 0.28517 -1.69146 1.34583

Forces on atoms 1 to 2 (eV/Å):
-0.218 0.276 0.047
0.455 -0.423 -0.174

**M**: 85.11 g mol⁻¹
**Calculated total energy**: -7796.7119 eV
**Gap between HOMO and LUMO**: 0.388 Ha
**Highest occupied orbital energy**: -9.45 eV
**SMILES string**: ON=C1CCC1

Löwdin population analysis, charges in e, atoms 1 to 6: -0.07 0.03 -0.33 -0.11 -0.16 -0.11



[4]
Formula: C4H7NO
Source: the OMol25 dataset
Level of theory: the ωB97M-V functional and the def2-TZVPD basis

Geometry (Å):
1 C 2.39405 -0.34998 0.17726
2 C 0.29103 1.09519 -0.06531
3 C -1.07011 1.09377 0.03322
4 C -1.82088 -0.18420 0.11316
5 H 2.90156 0.55068 -1.28144
6 H 2.60544 0.35408 1.73282
7 H 2.89590 -2.17472 0.20548
8 H 0.26972 -0.93273 -0.40757
9 H 0.83170 2.00584 0.14981
10 H -1.68252 1.92102 -0.08359
11 H -2.84619 -0.07540 0.42029
12 N 0.98821 -0.11821 -0.26955
13 O -1.33221 -1.34374 -0.04986

Forces on atoms 1 to 2 (eV/Å):
-0.724 1.315 -1.094
0.785 -2.417 0.348

**M**: 85.11 g mol⁻¹
**Calculated total energy**: -7788.6948 eV
**Gap between HOMO and LUMO**: 0.259 Ha
**Highest occupied orbital energy**: -8.40 eV

Löwdin population analysis, charges in e, atoms 1 to 6: -0.19 -0.14 -0.08 -0.21 0.17 0.16



[5]
Formula: C4H7NO
Source: the OMol25 dataset
Level of theory: the ωB97M-V functional and the def2-TZVPD basis

Geometry (Å):
1 C 1.31692 -0.17347 0.65481
2 C 0.91048 -0.42576 -0.59478
3 C 0.82115 0.60342 -1.58819
4 N 0.79312 1.40952 -2.41987
5 H 1.62240 -0.98170 1.30897
6 H 1.43632 0.83668 1.03775
7 H 0.77341 -1.44345 -0.94421
8 H -0.08518 -0.36854 1.91435
9 H -0.82729 -0.38623 1.82274
10 C -1.66777 0.22350 -0.28803
11 O -2.12971 -0.39396 0.64116
12 H -1.72260 -0.17589 -1.31339
13 H -1.20663 1.22454 -0.17917

Forces on atoms 1 to 2 (eV/Å):
0.539 -0.006 -0.516
0.672 -0.078 0.029

**M**: 85.11 g mol⁻¹
**Calculated total energy**: -7795.3858 eV
**Gap between HOMO and LUMO**: 0.374 Ha
**Highest occupied orbital energy**: -10.16 eV
**SMILES string**: C=CC#N.[H][H].C=O

Löwdin population analysis, charges in e, atoms 1 to 6: -0.04 -0.21 -0.28 0.16 0.07 0.09



[6]
Formula: C4H7NO
Source: the OMol25 dataset
Level of theory: the ωB97M-V functional and the def2-TZVPD basis

Geometry (Å):
1 C 1.44046 0.58007 0.19134
2 C 0.31900 -0.07801 -0.59410
3 C -0.44895 -1.16088 0.19046
4 N -1.64473 -0.47652 0.69080
5 C -1.69143 0.61265 0.04792
6 O -0.71077 0.91886 -0.82904
7 H 1.89311 1.39679 -0.37921
8 H 1.04444 0.98902 1.12774
9 H 2.22049 -0.14905 0.43543
10 H 0.66916 -0.42289 -1.57041
11 H -0.76268 -1.99382 -0.45289
12 H 0.14649 -1.57834 1.00959
13 H -2.47460 1.36211 0.13237

Forces on atoms 1 to 2 (eV/Å):
0.031 0.000 0.045
0.169 -0.100 0.023

**M**: 85.11 g mol⁻¹
**Calculated total energy**: -7798.6838 eV
**Gap between HOMO and LUMO**: 0.390 Ha
**Highest occupied orbital energy**: -9.61 eV
**SMILES string**: C[C@H]1CN=CO1

Löwdin population analysis, charges in e, atoms 1 to 6: -0.04 -0.34 -0.17 0.07 -0.24 -0.03



[7]
Formula: C4H7NO
Source: the OMol25 dataset
Level of theory: the ωB97M-V functional and the def2-TZVPD basis

Geometry (Å):
1 C -1.62486 -0.28022 0.55537
2 C -0.30466 -0.64465 -0.07494
3 C 0.20694 0.06553 -1.31217
4 N 0.71450 0.34397 -0.01837
5 C 1.86823 0.67798 0.60606
6 O 2.76636 1.32129 0.10710
7 H -1.62995 -0.55555 1.61574
8 H -2.45815 -0.78607 0.06004
9 H -1.76924 0.80269 0.48770
10 H 0.00380 -1.68756 0.03144
11 H 0.83728 -0.48834 -2.00833
12 H -0.39883 0.85054 -1.76096
13 H 1.85266 0.36226 1.66598

Forces on atoms 1 to 2 (eV/Å):
-0.060 0.020 0.000
-0.090 -0.130 0.115

**M**: 85.11 g mol⁻¹
**Calculated total energy**: -7797.8157 eV
**Gap between HOMO and LUMO**: 0.388 Ha
**Highest occupied orbital energy**: -9.68 eV
**SMILES string**: C[C@H]1CN1C=O

Löwdin population analysis, charges in e, atoms 1 to 6: -0.05 -0.29 -0.05 -0.05 -0.33 0.03



[8]
Formula: C4H7NO
Source: the OMol25 dataset
Level of theory: the ωB97M-V functional and the def2-TZVPD basis

Geometry (Å):
1 C 0.39630 0.45848 -0.12209
2 C -0.91280 1.07933 -0.44031
3 C -2.05020 0.19628 -0.48919
4 C 2.15432 -0.95753 0.61084
5 N 1.20532 -0.43319 -0.37331
6 O -0.17171 1.29459 0.85423
7 H -0.77273 2.01243 -0.92485
8 H -2.12496 -0.14711 0.50693
9 H -1.83787 -0.63075 -1.19783
10 H -2.95957 0.67990 -0.74293
11 H 2.27672 -0.52701 1.56505
12 H 3.12614 -1.14527 -0.00511
13 H 1.67103 -1.88015 0.75858

Forces on atoms 1 to 2 (eV/Å):
-6.677 8.381 -0.235
3.531 -0.687 1.149

**M**: 85.11 g mol⁻¹
**Calculated total energy**: -7790.8603 eV
**Gap between HOMO and LUMO (spin up / spin down)**: 0.200 / 0.262 Ha
**Highest occupied orbital energy (spin up / spin down)**: -4.42 / -9.60 eV
**Multiplicity**: 3

Löwdin population analysis, charges in e, atoms 1 to 6: -0.39 -0.23 -0.05 -0.07 0.09 0.03



[9]
Formula: C4H7NO
Source: the OMol25 dataset
Level of theory: the ωB97M-V functional and the def2-TZVPD basis

Geometry (Å):
1 C 0.50207 -2.29005 -0.12327
2 C 0.39075 0.32744 0.21697
3 C 0.50711 -0.94825 0.08437
4 C -3.05501 -0.07189 -0.00808
5 N 1.41689 1.21783 0.29637
6 O -2.74519 1.04885 -0.19068
7 H 0.74413 -2.89891 0.70020
8 H 0.46496 -2.79288 -1.05621
9 H -0.57044 0.80205 0.27898
10 H -3.33942 -0.53524 -0.94951
11 H -3.00611 -0.59277 0.86915
12 H 1.10815 2.03352 -0.16333
13 H 2.27180 0.88812 -0.24250

Forces on atoms 1 to 2 (eV/Å):
-0.495 0.172 0.184
-0.656 2.673 0.204

**M**: 85.11 g mol⁻¹
**Calculated total energy**: -7791.6896 eV
**Gap between HOMO and LUMO (spin up / spin down)**: 0.202 / 0.250 Ha
**Highest occupied orbital energy (spin up / spin down)**: -4.54 / -8.79 eV
**Multiplicity**: 3

Löwdin population analysis, charges in e, atoms 1 to 6: -0.08 -0.25 -0.08 -0.14 0.10 -0.01



[10]
Formula: C4H7NO2
Source: the OMol25 dataset
Level of theory: the ωB97M-V functional and the def2-TZVPD basis

Geometry (Å):
1 C -1.39576 1.03503 -0.13884
2 C -0.29188 0.03951 0.08779
3 C 1.11539 0.53077 -0.14311
4 N 1.77634 -0.37729 -0.87866
5 O 1.51520 1.58870 0.31046
6 C -0.38129 -1.11241 0.98172
7 O -0.48941 -1.30391 -0.42424
8 H -2.25059 0.47134 -0.50919
9 H -1.67116 1.55949 0.77920
10 H -1.10490 1.78474 -0.88204
11 H 2.74521 -0.23315 -1.10865
12 H 1.19164 -1.20809 -1.03888
13 H 0.54314 -1.47153 1.44067
14 H -1.30192 -1.30320 1.52376

Forces on atoms 1 to 2 (eV/Å):
-0.115 -0.079 0.001
-0.134 0.098 0.093

**M**: 101.10 g mol⁻¹
**Calculated total energy**: -9845.9131 eV
**Gap between HOMO and LUMO**: 0.391 Ha
**Highest occupied orbital energy**: -9.77 eV
**SMILES string**: C[C@@]1(C(N)=O)CO1

Löwdin population analysis, charges in e, atoms 1 to 6: 0.01 -0.40 -0.51 0.19 0.07 -0.06